(1)
Computed, not measured: a cluster of 5 separate species, C37H53BClN4O18S in total in a non-equilibrium geometry, with ωB97M-V/def2-TZVPD.

The HOMO energy is -10.97 eV. The calculation puts the total energy at -106062.288 eV. Its spin multiplicity is 1. The calculation puts the gap between HOMO and LUMO at 8.3 eV. Its net charge is +1.

Last column: Mulliken charge in e.
Positions of all 115 atoms, in Å:
C  3.157  -2.797  2.263  -0.598
C  2.129  -4.002  2.482  0.486
O  2.266  -4.688  3.533  -0.576
O  1.092  -4.392  1.586  -0.352
C  0.088  -3.329  1.458  0.316
C  -0.176  -3.123  -0.138  -0.871
C  0.809  -2.013  -0.735  -0.516
C  0.545  -0.497  -0.375  1.045
C  -0.655  0.322  -1.138  4.081
C  -1.077  -0.614  -2.357  -0.431
C  -2.387  -1.498  -2.390  -0.169
C  -2.762  -2.448  -3.573  -0.971
C  -1.756  -2.498  -4.774  -0.502
C  -0.493  -1.585  -4.524  -0.547
N  -0.220  -0.773  -3.453  0.287
C  -1.792  0.470  0.028  -4.273
N  -2.193  -0.831  0.626  0.192
N  -2.843  1.504  -0.113  1.330
B  -4.111  1.060  -0.876  1.341
O  -4.203  1.111  -2.319  -0.714
O  -5.259  0.461  -0.211  -0.610
C  -3.429  2.030  1.204  0.922
C  -3.033  1.422  2.600  -0.285
C  -3.730  2.091  3.792  -0.713
C  -4.693  3.224  3.436  -0.481
N  -5.121  3.786  2.216  -0.554
C  -4.489  3.188  1.092  -0.692
C  -2.419  2.772  -0.830  -0.396
C  -1.319  2.611  -1.950  -1.677
C  0.032  1.756  -1.511  1.392
C  0.653  2.576  -0.306  -1.072
C  2.172  3.052  -0.243  -0.284
C  3.298  1.963  0.049  -0.642
Cl  2.671  4.380  -1.457  -0.197
C  0.813  1.914  -2.882  -1.279
S  2.367  1.036  -3.236  1.224
O  3.649  1.814  -3.104  -0.645
O  2.296  0.588  -4.699  -0.654
H  3.418  -2.586  1.170  0.234
H  4.140  -3.078  2.783  0.389
H  2.687  -1.857  2.721  0.188
H  0.464  -2.344  1.902  0.124
H  -0.898  -3.603  1.990  -0.148
H  -1.276  -3.012  -0.399  0.171
H  0.156  -4.130  -0.605  0.478
H  1.019  -2.283  -1.820  0.482
H  1.822  -2.254  -0.212  -0.072
H  0.482  -0.433  0.772  0.076
H  1.542  0.034  -0.632  -1.815
H  -3.138  -1.524  -1.544  0.357
H  -3.715  -3.071  -3.573  0.377
H  -1.907  -3.119  -5.714  0.407
H  0.267  -1.633  -5.392  0.419
H  -1.136  0.902  0.889  0.623
H  -1.506  -1.116  1.352  0.071
H  -3.096  -0.817  1.119  0.435
H  -5.129  0.961  -2.607  0.253
H  -6.017  1.037  -0.474  0.292
H  -2.268  0.594  2.709  0.206
H  -3.514  1.775  4.873  0.708
H  -5.172  3.729  4.358  0.359
H  -4.806  3.668  0.093  0.217
H  -2.051  3.560  -0.069  0.561
H  -3.294  3.300  -1.371  0.250
H  -1.826  2.125  -2.871  0.484
H  -0.992  3.656  -2.302  0.420
H  0.084  3.581  -0.191  0.248
H  0.542  2.099  0.746  0.092
H  2.185  3.682  0.740  0.558
H  3.379  1.078  -0.640  -0.135
H  3.084  1.544  1.109  0.270
H  4.314  2.499  0.156  0.420
H  0.963  3.047  -3.077  0.638
H  0.079  1.664  -3.744  0.521
H  2.562  -0.169  -2.524  0.039
C  -0.158  3.979  6.858  -0.322
C  -1.433  4.669  7.236  -0.299
O  -2.432  3.789  6.737  -0.310
C  -1.870  2.555  6.649  0.738
O  -2.484  1.547  6.423  -0.648
O  -0.528  2.606  6.851  -0.307
H  0.644  4.162  7.574  0.299
H  0.188  4.257  5.858  0.248
H  -1.553  4.763  8.319  0.281
H  -1.523  5.657  6.783  0.299
C  2.405  -2.813  -7.518  -0.308
C  2.786  -3.757  -8.618  -0.353
O  1.995  -4.905  -8.343  -0.320
C  0.923  -4.489  -7.616  0.576
O  -0.026  -5.172  -7.359  -0.527
O  1.069  -3.195  -7.218  -0.217
H  2.450  -1.768  -7.830  0.321
H  3.020  -2.942  -6.623  0.255
H  2.523  -3.374  -9.608  0.265
H  3.848  -4.005  -8.605  0.299
C  7.714  1.971  0.057  -0.329
C  8.083  1.022  -1.040  -0.347
O  7.283  -0.118  -0.760  -0.310
C  6.217  0.306  -0.031  0.672
O  5.260  -0.375  0.230  -0.552
O  6.375  1.602  0.364  -0.330
H  7.767  3.014  -0.259  0.329
H  8.331  1.838  0.950  0.250
H  7.820  1.404  -2.031  0.269
H  9.143  0.765  -1.030  0.299
C  -2.737  -3.622  4.313  -0.349
C  -3.891  -3.489  5.260  -0.493
O  -4.380  -2.181  4.987  -0.337
C  -3.994  -1.865  3.725  0.533
O  -4.381  -0.901  3.120  -0.498
O  -3.114  -2.778  3.231  -0.176
H  -2.592  -4.649  3.973  0.365
H  -1.800  -3.254  4.740  0.305
H  -4.686  -4.213  5.056  0.299
H  -3.587  -3.582  6.303  0.317

Atoms 1-2, force components in eV/Å:
C -0.3671 -0.1870 -0.6382
C 0.8070 -2.5501 3.6734

(2)
Computed, not measured: a structure of composition C37H53BrGaN8OS, with ωB97M-V/def2-TZVPD.

The HOMO energy is -5.27 eV. The calculation puts the total energy at -186450.817 eV. Its spin multiplicity is 1. The calculation puts the gap between HOMO and LUMO at 7.5 eV. Its net charge is -1.

Last column: Mulliken charge in e.
Positions of all 102 atoms, in Å:
C  0.668  -1.199  2.133  -0.360
C  -0.069  -1.844  0.966  -0.634
C  0.697  -1.806  -0.341  -0.409
Br  2.511  -2.562  -0.119  -0.255
Ga  0.877  0.037  -1.224  0.269
S  -1.098  1.188  -0.859  -0.472
C  2.474  1.125  -0.568  -0.622
O  2.105  2.362  0.086  -0.379
C  1.949  2.258  1.473  -0.597
H  1.341  -1.903  2.618  0.382
H  1.274  -0.373  1.767  -0.021
H  -0.039  -0.832  2.875  0.049
H  -0.322  -2.877  1.220  0.358
H  -1.000  -1.297  0.812  0.225
H  0.228  -2.487  -1.046  0.484
H  1.021  -0.224  -2.804  -0.361
H  -0.733  2.402  -0.453  -0.089
H  3.043  1.422  -1.448  0.448
H  3.150  0.563  0.083  0.438
H  2.155  3.243  1.893  0.140
H  2.625  1.528  1.924  0.226
H  0.924  1.983  1.747  0.251
N  -3.520  0.232  -3.049  0.184
C  -3.260  0.185  -4.384  -0.393
C  -4.295  -0.479  -4.995  -0.638
C  -5.215  -0.852  -3.977  -0.267
C  -4.699  -0.398  -2.789  -0.360
H  -2.929  0.665  -2.352  0.132
H  -2.362  0.623  -4.785  0.393
H  -4.378  -0.682  -6.050  0.384
H  -6.137  -1.394  -4.101  0.394
H  -5.063  -0.475  -1.779  0.157
N  3.698  1.904  5.447  0.036
C  4.214  1.069  4.493  -0.727
C  3.403  -0.029  4.414  -0.338
C  2.358  0.151  5.360  -0.168
C  2.566  1.353  5.982  -0.695
H  4.085  2.791  5.708  0.185
H  5.103  1.331  3.946  0.422
H  3.534  -0.862  3.744  0.470
H  1.541  -0.525  5.550  0.407
H  2.005  1.862  6.746  0.396
N  3.143  5.166  -4.105  0.047
C  1.906  4.923  -3.568  -0.935
C  2.086  4.381  -2.325  0.078
C  3.487  4.294  -2.100  -0.411
C  4.112  4.786  -3.214  -0.713
H  3.313  5.551  -5.014  0.184
H  1.008  5.147  -4.118  0.414
H  1.311  4.060  -1.650  0.444
H  3.966  3.897  -1.221  0.486
H  5.157  4.888  -3.453  0.410
N  4.093  -3.964  -2.914  0.219
C  5.338  -4.489  -3.087  -0.420
C  5.565  -4.612  -4.435  -0.540
C  4.403  -4.136  -5.100  -0.685
C  3.518  -3.739  -4.129  -0.802
H  3.654  -3.767  -2.025  0.032
H  5.959  -4.732  -2.242  0.405
H  6.462  -4.996  -4.891  0.380
H  4.238  -4.082  -6.163  0.448
H  2.537  -3.299  -4.202  0.880
N  0.795  -5.808  -4.612  0.137
C  1.071  -6.562  -5.714  -0.267
C  0.029  -7.433  -5.898  -0.604
C  -0.912  -7.190  -4.860  -0.372
C  -0.408  -6.180  -4.083  -0.577
H  1.395  -5.089  -4.247  0.195
H  1.982  -6.415  -6.269  0.357
H  -0.050  -8.162  -6.687  0.374
H  -1.850  -7.696  -4.702  0.388
H  -0.802  -5.696  -3.207  0.357
N  -1.841  -1.065  5.421  0.070
C  -2.368  -2.206  5.960  -0.387
C  -3.652  -2.330  5.503  -0.760
C  -3.909  -1.219  4.652  -0.207
C  -2.772  -0.459  4.623  -0.603
H  -0.911  -0.725  5.578  0.204
H  -1.785  -2.832  6.614  0.379
H  -4.331  -3.130  5.745  0.385
H  -4.820  -1.007  4.118  0.503
H  -2.542  0.453  4.099  0.426
N  -7.026  -0.034  0.474  0.108
C  -6.126  0.749  1.142  -0.340
C  -6.633  0.993  2.390  -0.682
C  -7.889  0.330  2.476  -0.389
C  -8.101  -0.296  1.277  -0.564
H  -6.913  -0.367  -0.466  0.163
H  -5.205  1.059  0.679  0.507
H  -6.155  1.579  3.157  0.456
H  -8.556  0.312  3.322  0.384
H  -8.919  -0.903  0.930  0.374
N  1.271  6.045  1.872  0.088
C  1.983  6.967  2.583  -0.466
C  1.276  7.257  3.721  -0.480
C  0.089  6.472  3.690  -0.545
C  0.119  5.735  2.536  -0.413
H  1.553  5.646  0.993  0.199
H  2.928  7.336  2.224  0.375
H  1.575  7.951  4.488  0.400
H  -0.693  6.450  4.430  0.412
H  -0.576  5.017  2.135  0.451

Atoms 1-2, force components in eV/Å:
C 0.0035 -0.0695 -0.0901
C 0.2863 -0.3624 0.2576